Entry from the Open Molecules 2025 dataset: 11 unconnected molecules or ions with the total composition C27H79N3O14 (the ωB97M-V functional and the def2-TZVPD basis).

Each line ends with the Löwdin charge.
Cartesian coordinates (Å):
H (4.1103, -4.4517, 4.3169)  0.081
H (-4.7126, 3.2577, 1.3450)  0.065
N (2.2780, -5.3581, -0.2086)  -0.051
H (3.6424, -3.2303, 2.1739)  0.092
C (-2.0301, -1.9832, -1.0152)  -0.150
H (0.0039, 2.1536, -2.9339)  0.093
H (-1.0921, 2.6453, -0.4534)  0.065
H (-3.0877, 3.2260, 3.2086)  0.103
H (4.4239, 0.3401, 3.2012)  0.061
H (2.1987, -6.1505, 0.4126)  0.098
C (1.1289, 0.2833, -4.2252)  -0.108
H (0.1887, 0.7412, 0.2424)  0.070
H (-4.8317, 5.0393, 4.8095)  0.115
H (-0.9211, 0.9017, 2.2646)  0.075
H (-4.1201, 2.6444, 4.6673)  0.127
H (-6.4219, 4.5175, -8.7988)  0.085
H (-0.2432, -1.3289, 0.5594)  0.032
H (-0.6636, 2.5337, 3.7656)  0.106
C (-5.4761, 4.8753, -8.3919)  -0.117
H (1.2232, -4.6995, -1.8322)  0.114
H (-0.5940, -3.0952, 2.1271)  0.055
O (4.4426, 1.6671, -2.4163)  -0.105
C (4.3812, -1.3833, -0.9633)  -0.132
O (0.7145, -1.2659, 0.5401)  -0.132
O (2.5120, 2.8028, 1.8091)  -0.144
H (0.0130, -6.8046, -2.2087)  0.117
H (-3.8983, 5.3910, 3.4992)  0.111
H (1.7095, 0.4868, 2.8064)  0.073
H (1.5319, -1.5478, 2.1578)  0.017
H (-3.8999, 4.1252, -4.7569)  0.117
H (5.1510, -5.5176, 3.3442)  0.085
H (1.2337, -0.0062, -1.0335)  0.063
H (-2.6345, -1.8050, -1.9046)  0.087
O (3.2037, -5.2404, 2.6169)  -0.192
H (1.3386, -9.2533, -1.6760)  0.084
H (3.6024, 3.2233, -1.3553)  0.076
H (-1.5336, 4.2963, -0.1551)  0.078
H (-2.0801, 3.2738, -3.2769)  0.115
O (-1.8936, 0.9499, 4.0487)  -0.210
O (-0.1664, 0.7768, -4.5011)  -0.170
H (-0.8999, 3.2872, 6.2519)  0.110
H (4.5023, 3.1619, 1.9053)  0.084
H (5.0898, -0.5575, -1.0272)  0.077
H (1.7584, 3.2681, 1.4388)  0.034
C (1.0591, -5.3690, -0.9878)  -0.216
H (3.9786, -0.5592, 1.7837)  0.051
H (0.8296, -9.6841, -0.0508)  0.088
O (1.7060, -1.5719, 3.1016)  -0.116
H (1.7603, -6.9733, -2.1594)  0.120
H (-2.1851, 2.2611, 6.4209)  0.114
H (1.3437, 0.3281, -3.1575)  0.052
H (0.7782, 4.0764, -0.9374)  0.079
H (2.4512, -3.2351, 0.1445)  0.089
C (3.5435, -4.2118, 1.7103)  -0.206
H (3.5878, -1.1395, -0.2567)  0.040
C (-1.6053, -3.3713, 2.4257)  -0.143
H (-2.9930, -0.8311, 0.1516)  0.094
H (3.5190, 4.1977, 0.8428)  0.067
H (0.3632, 2.7851, -4.4224)  0.122
C (-3.5882, 3.3917, -5.5005)  -0.200
C (-1.6679, 2.8162, 5.6383)  -0.190
C (4.1348, -5.3512, 3.7016)  -0.094
H (-0.9899, 3.3141, 1.1893)  0.069
O (-5.2295, 4.1119, -7.2195)  -0.204
H (1.1853, -0.7749, -4.4806)  0.093
O (-1.9745, -4.7682, 2.3691)  -0.115
N (-2.4378, 3.9223, 5.0207)  -0.065
C (2.3392, -4.1802, 0.6759)  -0.177
H (-2.1428, -0.3856, 2.4514)  0.072
C (-0.9703, 1.9112, 4.6062)  -0.183
C (-5.3560, 4.1053, 1.5807)  -0.128
H (-2.3001, -2.8847, 1.7413)  0.059
O (-5.6449, 4.3419, 2.9490)  -0.182
H (2.1658, -0.0919, 4.4246)  0.109
C (-3.8083, 4.0116, -6.9100)  -0.199
H (-4.7101, 4.8162, -9.1650)  0.083
H (-3.4208, 3.2897, -7.6289)  0.114
H (-1.4349, -5.1910, 3.0412)  0.071
H (-0.3543, -9.3615, -1.3116)  0.084
H (-1.7143, 2.4885, -6.0134)  0.113
H (1.9536, 0.7537, -4.7606)  0.089
C (3.5247, 2.1470, -1.5088)  -0.180
H (-0.9988, -2.1180, -1.3413)  0.084
H (-4.7903, 4.9377, 1.1620)  0.081
H (-2.2349, 1.5264, -3.8535)  0.117
N (-2.1809, 3.0503, -5.3158)  -0.078
H (0.1786, -5.0456, -0.4324)  0.112
C (-4.5144, 4.5746, 3.8760)  -0.184
C (-3.5397, 3.4277, 4.1798)  -0.212
H (-4.2858, 2.5566, -5.4360)  0.115
H (-0.0683, 1.4141, 4.9632)  0.115
H (-5.5963, 5.8974, -8.0326)  0.085
H (-3.2229, 4.9273, -6.9941)  0.119
C (-0.3350, 2.0825, -3.9674)  -0.231
O (0.5714, 3.8845, -0.0198)  -0.127
H (3.3999, 4.4104, 2.6313)  0.082
H (3.6587, 1.6578, -0.5440)  0.077
C (0.9765, 0.0199, 0.0254)  -0.125
C (0.6027, -9.0403, -0.9006)  -0.129
O (5.0287, -2.5802, -0.4939)  -0.130
H (-2.7609, 4.5672, 5.7276)  0.099
C (-1.3815, 0.2031, 2.9632)  -0.092
C (2.2505, -0.2841, 3.3551)  -0.271
O (0.6125, -7.7100, -0.4931)  -0.175
H (-1.6453, -3.0201, 3.4568)  0.084
C (3.7345, -0.4217, 2.8371)  -0.060
H (4.3527, 2.1004, -3.2683)  0.084
H (-2.3629, -2.9057, -0.5395)  0.081
H (4.4797, -4.4077, 1.1875)  0.107
C (-1.8164, 2.5193, -4.0181)  -0.198
H (4.1312, -1.3123, 3.3245)  0.059
H (2.5494, 1.9451, -1.9517)  0.058
H (4.6150, -3.3282, -0.9309)  0.062
C (3.5626, 3.7067, 1.8150)  -0.168
H (3.9740, -1.6155, -1.9473)  0.086
O (-2.0769, -0.9132, -0.1232)  -0.135
H (1.4614, -4.2081, 1.3215)  0.105
H (1.8959, 0.3639, 0.4993)  0.058
C (-0.8212, 3.5233, 0.1329)  -0.115
H (-0.7549, -0.5669, 3.4135)  0.084
C (0.8771, -6.8014, -1.5442)  -0.223
H (-6.2405, 3.8081, 1.0174)  0.087
H (3.8377, -6.1500, 4.3811)  0.082

Cartesian forces, eV/Å:
0.1168 0.3496 -0.0977
0.4195 -0.4828 0.7478
0.4265 0.6813 0.6923
-0.2234 0.0027 0.2787
0.1511 -0.9581 -0.9100
-0.1622 -0.6461 0.5846
0.2216 -0.2337 0.0146
-0.2097 -1.0705 0.1446
-0.2138 0.5334 -0.0471
0.2930 -0.2844 0.2175
0.0683 -0.7569 0.2384
-0.0592 -0.0955 -0.1408
-1.0959 -0.4926 0.0114
0.4940 -0.3586 -0.2511
0.2986 -0.5893 -0.4083
0.0310 0.0970 -0.0606
-0.3765 -0.2872 0.1696
0.2885 0.4048 -0.0442
-0.5034 0.1266 0.8510
-0.3388 0.0945 -0.2045
0.2879 -0.6146 -0.4221
1.7378 -0.7205 -0.7490
0.0911 -1.0487 0.1326
-0.2865 -0.0248 -0.1778
-0.8410 -1.3956 0.3459
-0.1656 0.0335 -0.3077
0.1521 0.1350 -0.6902
-0.0391 0.1552 0.0933
-0.4103 -0.4358 -0.4634
0.1913 0.0057 0.2033
0.0915 -0.0672 -0.0720
-0.4457 -0.0649 -0.2606
-0.0866 0.0396 -0.0792
0.7181 -0.2387 0.9050
0.2976 0.1256 -0.0545
0.1012 0.2165 0.1254
0.2964 0.4115 -0.0427
0.1163 -0.3589 0.3511
-0.6955 0.4777 0.7135
0.1819 0.4616 0.1542
0.4319 0.1951 -0.3118
0.0008 0.1435 0.1599
0.0401 -0.1861 -0.0194
-0.2816 -0.1020 -0.2511
0.3680 -1.0074 -0.5286
-0.8766 0.1636 -0.1857
-0.0351 0.1362 0.1002
-0.6407 0.1513 0.6117
0.2918 -0.7635 0.2751
-0.6719 -0.5391 -0.3984
0.0164 0.2152 0.1760
-0.1544 -0.0260 -0.0820
-0.4619 -0.1497 -0.2979
-1.3924 -0.4707 -1.5099
-0.2094 0.2424 -0.1814
-0.3954 -0.4738 0.0680
-0.0113 0.2440 0.2488
0.6171 0.5955 0.0568
-0.1328 0.2234 -0.7811
-0.1361 0.2289 -1.2492
0.6603 0.5098 0.0453
-0.5796 0.2825 -0.2101
0.1709 -0.0421 -0.0463
1.6492 -0.1430 0.4532
-0.3493 0.0146 -0.1854
0.7712 0.8661 0.0036
0.0306 -0.9616 -0.2465
1.5403 -0.3643 1.2748
-0.5130 0.5244 0.1477
-1.0736 -0.1738 -0.8475
1.0810 -0.2628 0.1752
-0.0365 0.2947 0.4281
0.8319 -0.4804 1.3690
0.3657 0.0490 -0.0404
-0.6350 -1.1417 0.3052
0.2077 -0.1548 0.1146
0.3901 0.0075 -0.2162
0.0110 -0.3497 -0.0327
-0.3540 0.1664 -0.0169
-0.6719 -0.0136 -0.4693
-0.1626 0.5171 -0.2069
-1.0720 0.5297 0.0235
0.0020 0.0120 0.0577
-0.4601 0.4564 -0.2985
-1.0602 0.0655 0.5849
0.2628 0.5549 0.2224
-0.2569 0.0245 0.1824
0.2941 0.8145 -1.0221
-0.6466 1.2666 -0.2615
-0.0294 -0.3648 0.1821
-0.0477 -0.1094 0.4296
0.0115 0.3560 -0.5745
-0.4001 0.3775 -0.0963
0.0882 1.0210 0.3702
-0.8676 -0.0979 0.3073
0.5540 0.3145 -0.0013
-0.1076 -0.0902 -0.1555
1.2074 0.4502 0.1317
0.0900 -0.8535 -0.1835
0.2979 0.5194 -0.0327
-0.1131 -0.0924 0.1884
0.0576 -0.1196 1.0279
1.5881 -0.7807 -1.4033
0.8067 0.6323 0.0249
-0.5828 0.2916 -0.0121
0.3499 0.3861 1.7241
-0.0732 0.0789 0.0917
0.0090 -0.1841 -0.0422
0.1710 -0.2676 0.0165
1.0613 -0.7207 -0.9239
-0.1326 -0.2384 0.0127
-0.6215 0.0157 0.6756
-0.0370 -0.0863 0.0552
-0.0052 0.3670 -0.3747
-0.1819 0.5431 -0.0907
-0.0444 0.7385 0.5384
-0.3595 0.6351 -0.0095
-0.0583 0.2656 0.1810
0.2378 -0.0044 -0.1143
0.9392 0.1272 -0.5829
-0.9713 1.4842 0.0105
-0.4015 0.8335 0.3587
-0.1178 -0.2435 -0.4076

## Properties
HOMO-LUMO gap = 0.325 Ha
HOMO energy = -8.669 eV
energy relative to the best compared isomer or geometry (same formula, charge and spin) = 4.728 eV
structure (SMILES) = COCCNCCOC.COCCNCCOC.COCCNCCOC.CCO.CO.CO.CO.CO.CO.CO.CO
energy = -2293.38497 Ha
strongest force on any atom = 2.26 eV Å⁻¹